# 1
The following is a quantum chemistry calculation of a cluster of 5 separate species, C24H25BF5N5O4 in total, from the OMol25 dataset.

Summary:
SMILES string	O=C(O)N(CB(O)O)C(F)(F)C(F)(F)F.c1ccncc1.c1ccncc1.c1ccncc1.c1ccncc1
total energy	-55199.9797	eV
HOMO level	-9.298	eV
largest force on an atom	0.70	eV/Å
frontier orbital gap	9.26	eV
LUMO	-0.036	eV

Geometry as XYZ:
```
64
C24H25BF5N5O4, DFT wB97M-V/def2-TZVPD
H 8.12 2.63 1.23
H 8.67 4.18 -2.72
H -9.73 -5.51 -2.72
H -7.98 -4.28 -1.46
O -1.25 -1.51 -5.15
C -7.20 -3.42 -4.62
C 4.90 3.80 3.53
H -8.32 -4.13 -6.32
O -2.66 -3.42 -3.14
H 8.76 2.25 -1.14
C 3.05 1.85 3.96
C -0.73 -0.21 3.32
C -1.30 -1.47 3.34
C -1.17 -2.24 4.49
C 8.09 3.45 0.52
H 5.65 4.54 3.31
H 0.58 0.01 6.28
H 7.95 6.41 -1.84
C -7.10 -3.45 -3.24
H 2.32 1.07 4.10
O -4.16 -1.87 -2.52
H -6.32 -2.90 -2.73
H -2.03 0.11 -3.02
F -0.93 -1.46 0.15
N -9.10 -4.88 -4.57
F -3.65 0.44 -0.91
H -0.52 -0.15 -2.13
N 7.71 4.63 1.00
H 7.35 6.60 0.56
C 8.45 3.23 -0.80
C -0.49 -1.71 5.57
H 2.36 3.03 5.62
H -1.60 -3.23 4.54
N -0.07 0.31 4.36
C 8.40 4.31 -1.68
N 3.89 1.70 2.94
C -2.65 0.08 -0.10
H -1.83 -1.86 2.48
H 5.46 2.52 1.90
H 1.19 -1.78 -3.24
H -1.93 -0.84 -5.25
H 4.06 4.82 5.23
C -8.21 -4.14 -5.24
C -8.99 -4.90 -3.24
F -2.97 -2.23 0.06
C 4.79 2.66 2.74
O 0.49 -2.20 -3.75
C 7.67 5.65 0.15
B -0.62 -1.44 -3.93
H -0.80 0.42 2.44
C 4.01 3.95 4.59
C 8.00 5.54 -1.20
C -8.02 -4.22 -2.54
C 0.04 -0.44 5.45
H -6.51 -2.84 -5.22
H -0.37 -2.27 6.48
H -2.66 -3.32 -4.10
F -3.08 0.12 1.16
C -1.30 -0.65 -2.71
C -3.05 -2.29 -2.51
C -2.12 -1.34 -0.48
N -1.94 -1.66 -1.85
F -1.67 0.99 -0.23
C 3.07 2.95 4.81
```

Just the Mulliken charges please, in e? Sure, here they are: H 0.40; H 0.37; H 0.35; H 0.35; O -0.62; C -0.37; C -0.19; H 0.34; O -0.45; H 0.35; C -0.16; C -0.24; C 0.15; C -0.61; C -0.21; H 0.44; H 0.33; H 0.35; C -0.02; H 0.29; O -0.50; H 0.53; H 0.27; F -0.32; N -0.56; F -0.23; H 0.32; N -0.41; H 0.35; C -0.45; C -0.35; H 0.38; H 0.40; N -0.43; C -0.16; N -0.54; C 0.76; H 0.21; H 0.39; H 0.32; H 0.34; H 0.36; C -0.26; C -0.18; F -0.36; C -0.27; O -0.53; C -0.14; B 0.59; H 0.38; C -0.57; C -0.43; C -0.52; C -0.26; H 0.35; H 0.38; H 0.37; F -0.23; C -0.62; C 0.23; C 0.60; N 0.37; F -0.25; C -0.17



# 2
The following is a quantum chemistry calculation of a structure of composition C60H48BrFGeNP3Pt, from the OMol25 dataset.

Summary:
total energy	-224870.1241	eV
HOMO level	-13.402	eV
largest force on an atom	0.60	eV/Å
frontier orbital gap	7.77	eV
charge	+2
LUMO	-5.635	eV

Geometry as XYZ:
```
116
C60H48BrFGeNP3Pt, DFT wB97M-V/def2-TZVPD
H 3.53 -2.53 -1.04
C -0.91 0.33 -5.74
C 3.00 0.91 0.90
C 0.26 -0.07 -5.10
C -2.94 -2.45 5.08
C -5.32 -2.77 -1.43
H -6.32 -3.19 -1.44
Ge -3.49 0.06 1.06
C -4.39 -3.16 -2.37
C 2.22 -1.98 2.37
C -2.77 -1.70 -1.34
P -0.51 -1.72 1.93
H 4.49 2.54 3.44
H 3.55 4.10 -0.98
H 5.58 1.82 0.18
H -0.67 4.49 1.55
C 0.42 -4.35 1.42
C 0.23 -0.42 -3.76
H -1.20 -7.15 0.40
C -0.96 -0.38 -3.04
C -4.48 3.99 1.97
H 0.63 2.59 -3.02
C -0.39 2.87 -3.23
H -3.49 3.03 -1.87
H -4.94 1.99 2.50
H 1.19 5.98 2.05
C 2.52 -2.86 -1.25
H -1.04 -3.08 4.37
C -3.31 2.04 1.10
C -4.29 2.62 1.92
Pt -0.62 0.18 0.44
H 2.10 2.66 4.16
H 1.40 -4.05 1.75
C -3.73 4.83 1.16
C -4.05 -1.65 4.84
C 0.98 -1.21 4.28
C -1.89 -2.44 4.19
C 0.24 4.40 0.97
C -1.91 -3.90 1.01
C -1.92 -1.61 3.06
N 1.73 0.97 1.28
C 2.27 -4.16 -1.65
C 1.00 -1.62 2.95
C 2.49 5.15 0.56
C 2.39 2.17 3.24
C -2.99 3.61 -3.86
P -1.11 -1.06 -1.36
H 6.15 1.82 1.85
C 0.21 -5.68 1.06
H -0.89 0.58 -6.79
C -5.00 -1.80 -0.48
H -2.90 -3.08 5.96
Br -0.40 1.58 2.81
H -4.01 3.89 -4.09
C 3.39 -1.95 3.12
H 1.64 -0.95 -0.80
C 2.15 -1.17 5.02
C 1.30 5.24 1.27
C -2.13 0.04 -3.69
C 4.05 1.45 1.64
H 3.21 0.41 -0.03
C 1.46 1.58 2.41
C 0.35 3.46 -0.05
H 1.19 -0.12 -5.64
C 3.71 2.09 2.83
C -2.73 4.28 0.38
C -2.48 2.91 0.38
H 0.09 3.44 -5.23
H 0.77 -5.60 -2.20
C 3.35 -1.55 4.45
C -1.38 2.78 -2.25
C 2.62 4.19 -0.43
H -3.01 0.71 -5.52
P -1.01 2.34 -0.52
C -0.69 3.36 -4.49
C -2.11 -5.22 0.64
H 3.31 5.82 0.79
H -3.10 -5.56 0.37
H -2.13 4.94 -0.25
H -1.09 -4.04 -1.96
C -3.72 -1.24 -0.42
C 5.46 1.34 1.16
C 0.15 -2.37 -1.40
H 4.26 -1.54 5.04
H 2.11 -0.86 6.06
H -5.25 4.40 2.62
H 5.76 0.30 1.05
H -2.22 4.13 -5.79
C -1.99 3.74 -4.80
C -4.12 -0.89 3.68
H -4.88 -1.64 5.53
H -3.92 5.89 1.15
C 0.97 -4.57 -1.91
H 1.04 -6.37 1.11
H 1.15 -0.76 -3.29
C 1.56 3.35 -0.72
H 0.05 -0.90 4.75
H 4.32 -2.24 2.66
H -3.07 0.09 -3.15
C -2.10 0.40 -5.03
H 3.09 -4.86 -1.75
H -5.02 -0.33 3.47
H -2.76 -3.23 1.04
F -5.24 0.16 1.36
H 1.71 2.58 -1.47
C -2.69 3.12 -2.59
C -0.64 -3.45 1.38
C -1.04 -6.11 0.67
H -2.41 -2.86 -3.12
C 1.46 -1.97 -1.12
C -3.06 -0.86 2.77
H -5.76 -1.47 0.21
C -0.08 -3.68 -1.79
C -3.12 -2.61 -2.34
H -4.65 -3.87 -3.14
H 2.27 -2.28 1.33
```

Mulliken population analysis, charges in e, atoms 1 to 99: H 0.54; C -0.94; C -0.52; C -0.81; C -0.97; C -0.88; H 0.46; Ge 1.89; C -1.17; C -0.14; C 0.25; P 1.94; H 0.52; H 0.51; H 0.32; H 0.49; C -0.45; C -1.07; H 0.43; C 1.32; C -1.03; H 0.17; C -0.16; H 0.45; H 0.48; H 0.49; C -0.47; H 0.59; C -1.66; C -0.30; Pt 0.55; H 0.59; H 0.45; C -0.99; C -0.95; C -0.95; C -0.25; C -0.66; C -0.57; C 0.47; N 1.22; C -1.14; C 0.83; C -0.76; C -1.62; C -0.97; P 2.32; H 0.46; C -0.88; H 0.46; C -0.04; H 0.48; Br 0.13; H 0.46; C -0.80; H -0.27; C -0.96; C -1.09; C -0.42; C 0.06; H 0.40; C 1.00; C 1.14; H 0.48; C -0.93; C 0.01; C 0.37; H 0.48; H 0.49; C -0.89; C 0.92; C -1.13; H 0.50; P 2.66; C -1.06; C -0.62; H 0.45; H 0.52; H 0.76; H 0.48; C -1.15; C -1.56; C 1.20; H 0.46; H 0.50; H 0.48; H 0.32; H 0.44; C -0.83; C -0.11; H 0.45; H 0.46; C -0.76; H 0.50; H 0.43; C -0.46; H 0.53; H 0.51; H 0.44